[1]
98
Properties=species:S:1:pos:R:3:forces:R:3:mulliken_charge:R:1 method="wB97M-V/def2-TZVPD" smiles="CN(C)C=O.CN(C)C=O.CN(C)C=O.CN(C)C=O.CN(C)C=O.CN(C)C=O.C1CCOC1.C1CCOC1" lumo_ev=0.472 max_force_ev_per_a=4.10 e_homo_ev=-9.21 homo_lumo_gap_ha=0.356
C -1.46363 -2.17919 3.40343 0.810 0.812 0.667 -0.471
N -0.69419 -3.32495 2.99438 -0.140 0.430 -0.731 0.302
C 0.41511 -3.03697 2.12348 1.262 1.081 -0.220 -1.129
C -0.80327 -4.54121 3.54017 -2.676 0.627 3.045 0.070
O -1.61445 -4.84578 4.44021 1.136 0.466 -1.662 -0.637
H -0.78798 -1.47767 3.96117 -0.438 -0.247 -0.704 -0.144
H -2.22724 -2.41139 4.10931 -0.585 -0.677 0.368 0.443
H -1.92131 -1.67332 2.55104 0.224 0.040 -0.062 0.159
H 1.24371 -2.55694 2.72130 -0.539 -0.509 -0.516 0.416
H 0.76625 -3.95369 1.64451 0.106 0.318 0.163 0.474
H 0.20170 -2.30011 1.29692 -0.277 -0.886 0.886 0.066
H -0.07911 -5.22895 3.22370 1.208 -1.210 -0.869 0.466
C -2.46189 -4.15411 -2.10296 -2.720 2.049 -1.577 -0.939
N -1.46127 -4.22535 -1.10851 -0.666 -0.196 0.641 0.336
C -1.74514 -4.76303 0.22074 -0.628 -1.008 -0.895 -1.022
C -0.26752 -3.76498 -1.45259 1.119 -0.148 -0.028 -0.128
O 0.70161 -3.67961 -0.72272 0.442 0.054 0.139 -0.585
H -2.37856 -3.24597 -2.78300 0.150 -0.915 1.195 0.236
H -3.51750 -4.08726 -1.73008 1.067 0.103 0.320 0.315
H -2.52690 -4.94604 -2.80328 0.433 -1.467 -0.462 0.346
H -2.31232 -5.74084 0.11914 0.495 1.230 0.106 0.377
H -0.78812 -4.99064 0.64651 0.327 -0.052 0.448 0.357
H -2.30047 -4.06009 0.84974 0.067 -0.134 -0.119 0.291
H -0.19527 -3.53055 -2.52122 -0.113 0.304 -0.133 0.467
C 3.59925 -1.25346 -0.19796 -0.862 1.086 -0.062 -0.768
N 4.54908 -0.63694 -1.09186 0.800 -0.498 -0.855 0.164
C 5.21759 -1.54863 -2.05550 0.482 3.075 -0.348 -1.116
C 4.83349 0.68637 -1.08816 -0.786 -0.213 0.943 0.119
O 5.64894 1.30290 -1.71851 1.022 -0.099 -1.172 -0.583
H 4.05765 -1.80238 0.59667 0.594 -0.561 0.430 0.423
H 3.00142 -1.92149 -0.80111 -0.524 -0.272 0.155 0.343
H 2.95116 -0.50382 0.31414 0.357 -0.342 -0.647 -0.011
H 4.57778 -1.76009 -2.90799 -0.168 -0.200 0.028 0.312
H 6.10913 -0.97793 -2.42081 -0.717 -0.568 0.149 0.346
H 5.56091 -2.41162 -1.57571 0.298 -1.424 0.736 0.411
H 4.22104 1.24353 -0.38697 -0.603 0.020 0.607 0.362
C -3.34587 1.34198 3.40906 1.022 0.844 0.132 -0.596
N -3.89625 1.70290 2.11288 1.073 -0.526 1.914 0.278
C -4.18416 0.66707 1.22544 -2.124 -1.254 -0.112 -0.770
C -4.20232 2.97561 1.92485 0.411 0.676 0.239 0.119
O -4.66573 3.49148 0.94621 -0.738 0.284 -1.315 -0.581
H -3.98888 0.77587 4.05157 -0.774 -0.682 0.006 0.391
H -3.19901 2.28678 3.95111 0.275 -0.350 -0.073 0.292
H -2.36895 0.82332 3.34979 -0.452 0.270 -0.307 -0.117
H -3.36875 -0.01667 1.09823 0.732 -0.034 -0.553 -0.020
H -4.98424 0.05666 1.68807 0.114 -0.081 -0.146 0.416
H -4.65466 1.05442 0.32751 0.596 0.073 -0.274 0.257
H -3.92299 3.53274 2.80847 0.002 0.771 0.438 0.307
C -4.38536 2.03496 -2.92109 0.756 1.292 -2.159 -0.891
N -4.15796 0.66583 -2.70906 0.051 -3.130 -0.139 0.407
C -5.19414 -0.13352 -2.13565 -1.316 0.564 0.586 -1.196
C -3.29642 -0.13374 -3.40103 0.409 1.750 0.205 -0.164
O -3.20498 -1.34019 -3.44659 -0.692 -0.201 0.327 -0.619
H -5.14523 2.25319 -3.69610 -0.092 -0.251 0.513 0.335
H -3.48536 2.52633 -3.31971 0.025 -0.281 0.204 0.317
H -4.60563 2.51689 -2.01073 -0.502 0.614 1.120 0.302
H -5.75066 0.44528 -1.38545 -0.204 -0.114 -0.586 0.474
H -5.81418 -0.58010 -2.92542 -0.259 0.236 0.365 0.325
H -4.73879 -0.92697 -1.60540 0.427 -1.023 0.524 0.313
H -2.59246 0.50215 -3.87372 1.248 0.689 -1.071 0.456
C 0.98973 0.96432 -1.93847 0.671 -0.452 -0.064 -1.166
N 0.15010 0.78877 -0.81103 -1.029 -0.624 0.459 0.523
C -1.08165 -0.00414 -1.03578 0.943 1.397 1.634 -0.899
C 0.30194 1.41148 0.38712 -0.181 -0.459 -1.609 -0.232
O -0.59294 1.41813 1.19937 -0.211 0.052 1.225 -0.559
H 1.43546 -0.00002 -2.13121 0.392 -0.394 -0.594 0.372
H 1.79732 1.65192 -1.72094 0.015 0.391 -0.202 0.343
H 0.40158 1.26041 -2.80659 0.195 0.318 -0.075 0.391
H -1.87272 0.70094 -1.11849 -1.078 0.504 0.099 0.510
H -1.09538 -0.57155 -1.92546 0.661 -0.773 -0.883 0.552
H -1.23533 -0.59827 -0.14264 -0.231 -0.336 -0.032 -0.321
H 1.29735 1.87166 0.48876 -0.113 0.232 0.260 0.393
C 5.14160 3.61380 -4.21283 2.277 -1.291 2.120 -0.386
C 4.69720 2.32362 -4.98748 -1.245 0.429 0.973 -0.425
C 3.15012 2.36200 -4.68969 0.113 0.148 0.644 -0.427
O 3.01579 3.11130 -3.50065 0.360 0.709 1.411 -0.346
C 3.94449 4.25951 -3.63166 -2.539 -2.242 -1.013 -0.595
H 5.73800 4.38951 -4.67783 0.365 -0.355 -0.722 0.487
H 5.74644 3.22156 -3.30770 -0.724 0.747 -1.438 0.054
H 5.16468 1.35144 -4.54424 -0.667 1.940 -1.199 0.151
H 4.75066 2.50915 -6.04591 0.796 -0.658 -0.545 0.340
H 2.74625 1.36080 -4.48104 -0.022 0.281 -0.227 0.194
H 2.48786 2.90643 -5.40857 0.862 -0.700 -0.341 0.338
H 4.04719 4.77519 -2.71737 0.258 0.128 1.277 0.358
H 3.38503 4.90548 -4.27984 0.140 0.810 -0.849 0.269
C 0.50688 1.83920 5.76611 1.319 -0.557 0.531 -0.637
C 1.45728 0.68067 5.38127 0.668 0.428 0.207 0.273
C 2.52561 1.47880 4.59861 -1.076 0.564 -0.326 -0.403
O 1.72200 2.39288 3.81491 -0.255 -0.471 0.056 -0.430
C 0.40756 2.57159 4.43569 1.883 1.135 0.950 0.110
H 1.10873 2.32536 6.57065 -0.949 0.466 -0.604 0.284
H -0.45465 1.51552 6.14830 -0.094 -0.045 0.136 0.359
H 0.89482 -0.05618 4.79114 0.629 0.026 -0.069 -0.611
H 1.96352 0.23756 6.24266 -0.496 -0.317 0.023 0.438
H 3.12516 0.95008 3.88387 0.157 -0.743 -0.344 0.278
H 3.28119 2.02175 5.23308 -1.010 -0.287 -0.093 0.243
H -0.43449 2.17102 3.87284 0.319 0.173 -0.557 -0.248
H 0.42893 3.66823 4.55013 -1.048 -0.384 -0.020 0.325

---

[2]
101
Properties=species:S:1:pos:R:3:forces:R:3:mulliken_charge:R:1 method="wB97M-V/def2-TZVPD" lumo_ev=2.219 total_charge=-1 max_force_ev_per_a=1.20 e_homo_ev=-4.13 homo_lumo_gap_ha=0.233
N 4.57920 1.71451 3.34893 -0.087 -0.614 -0.616 -0.582
B 3.31335 1.32055 2.74131 -0.163 0.097 0.115 -0.841
O 3.42175 0.27329 1.78096 0.719 0.007 0.068 -0.672
B 1.85511 2.13004 3.11349 -0.079 -0.060 0.207 1.777
C 1.72124 3.48110 2.17357 -0.070 -0.513 0.128 -1.182
C 0.56701 4.46706 2.51987 0.478 0.315 -0.058 1.429
N -0.50833 4.50398 1.52493 0.012 0.105 0.154 -0.779
N 1.15734 5.82475 2.54654 -0.119 -0.072 0.157 -0.763
N -0.07986 4.22924 3.80370 -0.879 0.795 -0.161 -0.832
C 0.56443 1.14119 2.98394 0.293 0.369 0.282 -0.113
C -0.20757 1.05429 1.82201 -0.369 -0.353 -0.276 0.155
C -1.33082 0.22983 1.71858 0.685 0.195 0.803 -1.120
C -1.69273 -0.51655 2.83290 -0.758 -0.500 -0.334 -0.309
C -0.94939 -0.49278 4.00606 0.310 0.529 -0.373 -0.721
C 0.16754 0.33668 4.06636 -0.237 -0.183 -0.154 -0.478
H 4.54558 1.70305 4.35636 0.043 0.508 0.022 0.239
H 5.35672 1.16218 3.00191 0.074 -0.041 0.252 0.197
H 2.83484 -0.44537 2.01974 -0.482 0.192 -0.243 0.233
H 1.97208 2.49314 4.29167 -0.066 -0.077 0.120 -0.420
H 2.65702 4.03950 2.18776 0.109 0.073 0.074 0.414
H 1.61120 3.16149 1.13014 -0.030 0.154 -0.162 -0.197
H -1.24386 3.87685 1.82028 -0.049 -0.110 -0.128 0.283
H -0.14289 4.17236 0.64385 -0.063 -0.064 -0.078 0.273
H 1.76073 5.85147 3.36516 0.228 0.055 -0.143 0.293
H 0.40248 6.47275 2.75656 -0.118 -0.078 -0.047 0.388
H -0.61056 3.37005 3.80805 0.365 -0.324 0.144 0.113
H 0.58896 4.23818 4.55451 0.167 -0.421 0.021 0.285
H 0.05312 1.63552 0.94752 0.170 0.136 -0.019 0.192
H -1.89357 0.18048 0.79949 -0.141 -0.023 -0.112 0.561
H -2.58539 -1.12923 2.76697 -0.012 -0.086 0.112 0.354
H -1.25060 -1.08823 4.85668 -0.032 -0.078 0.082 0.431
H 0.75193 0.37791 4.97808 0.051 0.048 0.077 0.361
C 1.03742 -1.07439 -1.31655 -0.218 0.051 0.200 -0.620
O 0.46388 0.09264 -1.86982 0.165 -0.160 -0.382 -0.231
C 1.37349 1.16058 -2.06667 -0.133 0.041 0.162 0.230
C 1.28697 1.75309 -3.45819 -0.074 0.140 0.046 -0.488
O 1.70295 0.90467 -4.51944 0.080 0.030 -0.161 -0.433
C 0.91182 -0.21831 -4.87309 0.186 -0.148 0.123 0.219
C -0.44690 0.08015 -5.47246 -0.142 -0.085 0.034 -0.803
O -1.35636 0.62375 -4.53343 0.219 0.195 0.033 -0.238
C -2.06971 1.75568 -4.97173 -0.083 -0.084 0.096 -0.838
H 1.04404 -1.00637 -0.22460 0.154 -0.070 0.008 0.121
H 0.42199 -1.92653 -1.61203 -0.079 0.064 0.019 0.241
H 2.05373 -1.24870 -1.68547 0.036 0.075 0.024 0.284
H 2.40138 0.83957 -1.87113 -0.006 -0.040 0.011 0.383
H 1.13018 1.95220 -1.34738 0.159 0.069 -0.007 -0.222
H 1.98850 2.59132 -3.48025 0.032 -0.031 -0.023 0.412
H 0.29842 2.17394 -3.65127 -0.104 -0.181 0.064 0.112
H 0.83170 -0.91948 -4.04049 -0.205 0.088 0.081 -0.005
H 1.49405 -0.72676 -5.64737 -0.025 -0.002 -0.021 0.269
H -0.86542 -0.86734 -5.83698 0.111 -0.010 -0.132 0.363
H -0.32369 0.75009 -6.33104 -0.007 0.058 0.032 0.364
H -1.45877 2.40406 -5.60844 0.010 -0.025 -0.027 0.390
H -2.36085 2.32706 -4.08979 -0.036 -0.054 0.009 0.239
H -2.97715 1.46505 -5.51377 0.022 0.062 -0.085 0.287
C -6.68970 -2.89006 6.32357 0.000 0.007 -0.135 -0.824
O -6.97369 -1.82495 5.44563 0.120 0.139 0.207 -0.261
C -8.09315 -1.03423 5.79651 -0.007 -0.096 -0.130 -0.515
C -7.79484 0.45275 5.78379 -0.020 0.137 -0.146 -0.266
O -6.89380 0.91485 6.77183 -0.063 0.033 0.122 -0.448
C -5.51619 0.57120 6.68693 0.044 -0.127 0.085 -0.342
C -4.74917 1.16022 5.52242 0.213 -0.110 -0.105 -0.459
O -5.13556 0.60378 4.27961 -0.432 0.117 0.151 -0.284
C -5.35864 1.54665 3.25404 0.159 -0.148 -0.160 -0.766
H -7.26655 -3.78318 6.05807 -0.024 -0.021 0.091 0.286
H -5.62789 -3.12030 6.23404 -0.018 -0.023 -0.060 0.238
H -6.89500 -2.62326 7.36534 -0.019 0.000 0.004 0.391
H -8.47825 -1.31580 6.78286 0.065 -0.019 0.031 0.349
H -8.88397 -1.22267 5.05841 -0.114 0.072 0.089 0.360
H -8.73915 0.95600 6.01293 0.005 -0.005 0.030 0.404
H -7.50075 0.78694 4.78711 0.149 -0.174 -0.029 0.087
H -5.37798 -0.51006 6.74257 -0.019 -0.032 -0.209 0.104
H -5.07574 0.98846 7.59600 -0.024 0.038 -0.008 0.401
H -3.68505 0.94004 5.67518 0.019 0.117 0.102 0.341
H -4.87094 2.24845 5.52054 -0.046 0.005 -0.030 0.382
H -5.81523 2.46779 3.63134 0.039 0.003 0.055 0.410
H -6.04760 1.10015 2.53494 0.056 -0.054 -0.002 0.233
H -4.42360 1.78581 2.73775 -0.015 0.109 0.014 0.171
C 5.56154 -6.35104 -6.11442 0.104 0.079 -0.044 -0.802
O 5.60174 -5.00830 -6.54225 -0.204 0.021 0.201 -0.299
C 4.53098 -4.61208 -7.37988 0.141 -0.014 -0.064 -0.653
C 3.86878 -3.32370 -6.93064 0.021 0.192 -0.033 -0.224
O 3.16391 -3.37863 -5.70431 -0.107 -0.040 -0.038 -0.413
C 3.88014 -3.51898 -4.48525 -0.016 -0.121 0.051 -0.375
C 4.76172 -2.35183 -4.09240 0.126 0.020 0.102 -0.265
O 5.89503 -2.20877 -4.93278 -0.240 -0.021 -0.242 -0.328
C 6.13729 -0.89193 -5.37805 0.135 -0.047 0.014 -0.739
H 6.03382 -7.01231 -6.84945 -0.068 -0.068 0.005 0.295
H 6.11450 -6.41849 -5.17721 0.052 0.010 -0.040 0.240
H 4.53664 -6.68817 -5.93074 -0.011 -0.005 -0.015 0.377
H 3.77414 -5.40105 -7.44572 0.005 -0.026 0.066 0.345
H 4.93474 -4.44615 -8.38713 -0.145 0.005 -0.070 0.377
H 3.10407 -3.09468 -7.67884 -0.022 -0.029 0.012 0.417
H 4.57316 -2.49026 -6.94842 0.171 -0.112 0.106 0.130
H 4.42892 -4.46213 -4.45808 0.191 0.079 -0.097 0.088
H 3.10286 -3.59127 -3.72022 -0.026 0.041 -0.017 0.452
H 5.11690 -2.53222 -3.07032 -0.142 0.036 0.069 0.397
H 4.16287 -1.43483 -4.08478 -0.005 0.017 -0.046 0.118
H 5.20810 -0.34607 -5.56886 -0.018 0.001 0.050 0.314
H 6.69238 -0.95484 -6.31541 0.049 -0.031 0.044 0.244
H 6.74050 -0.33617 -4.65280 -0.072 0.081 0.004 0.304

---

Electronic energy across the listed records, respectively: -1955.80473 -2047.11572 a.u..